No. 1
ORCA calculation (ωB97M-V/def2-TZVPD) on a molecular structure, C25H27N6O5RbSi.

Geometry (Å):
Rb (0.43771, -0.03618, 1.44214)
N (3.11979, 0.97147, -0.28099)
C (3.89256, 0.37143, 0.81849)
C (3.36382, 0.95983, 2.13923)
O (3.21330, 2.22536, 2.12429)
N (3.11210, 0.07874, 3.06464)
C (2.59519, 0.59737, 4.33462)
C (1.05914, 0.44118, 4.39084)
O (0.58951, -0.66719, 4.74155)
O (0.38103, 1.43289, 3.99021)
H (3.62117, 0.92353, -1.15908)
H (3.02351, 1.95362, -0.02546)
H (4.96469, 0.61340, 0.75828)
H (3.78487, -0.71310, 0.82110)
H (2.85061, 1.65410, 4.46806)
H (3.02755, 0.00302, 5.14491)
O (-0.25637, 7.16446, -1.84482)
N (-0.18066, 6.26948, -2.66638)
O (-0.01518, 6.46032, -3.85901)
C (-0.33459, 4.88312, -2.19538)
C (-0.85956, 4.01836, -3.08954)
C (-1.09592, 2.66150, -2.72670)
C (-1.58867, 1.70449, -3.63591)
C (-1.73731, 0.41164, -3.22406)
C (-1.40564, 0.08009, -1.89347)
N (-0.97354, 0.96407, -1.02340)
C (-0.80474, 2.24036, -1.42065)
C (-0.24643, 3.18845, -0.46721)
N (0.02241, 2.71044, 0.75537)
C (0.65668, 3.46446, 1.62762)
C (1.05410, 4.77541, 1.30063)
C (0.72649, 5.30865, 0.08598)
C (0.03450, 4.51321, -0.85556)
H (-1.10061, 4.36040, -4.08640)
H (-1.82321, 2.00507, -4.65126)
H (-2.08812, -0.36400, -3.89145)
H (-1.47447, -0.94614, -1.52678)
H (0.86334, 3.01549, 2.59853)
H (1.62258, 5.35046, 2.01859)
H (1.00272, 6.32304, -0.15715)
C (-2.70577, -1.32538, 1.89152)
Si (-2.27440, -2.90427, 0.95967)
C (-2.16966, -4.26274, 2.27442)
C (-3.80931, -3.29436, -0.09933)
N (-0.87254, -2.65283, 0.05297)
C (-0.26691, -3.53078, -0.76443)
C (-0.69875, -4.86567, -1.02652)
C (-0.02806, -5.70520, -1.89984)
C (1.11552, -5.29351, -2.57600)
C (1.57320, -3.99728, -2.33445)
C (0.91363, -3.15063, -1.46703)
H (-3.71043, -1.39545, 2.31992)
H (-2.68754, -0.45184, 1.23203)
H (-2.01727, -1.14002, 2.72183)
H (-3.10854, -4.33561, 2.83364)
H (-1.37398, -4.02109, 2.98321)
H (-1.95181, -5.24415, 1.84578)
H (-4.69714, -3.43512, 0.52601)
H (-3.66944, -4.19484, -0.70272)
H (-4.01038, -2.46562, -0.78562)
H (-1.58038, -5.24086, -0.51812)
H (-0.40969, -6.71157, -2.05106)
H (1.63834, -5.95839, -3.25297)
H (2.47179, -3.64010, -2.82914)
H (1.29517, -2.15499, -1.27817)

Atomic forces in eV per Å
0.113 -0.521 0.228
-0.068 0.011 -0.003
0.026 0.034 0.071
-0.002 0.065 -0.116
0.016 0.044 0.017
-0.042 0.012 0.034
0.120 0.004 -0.033
-0.204 -0.137 0.092
0.162 0.192 -0.091
0.000 0.079 -0.143
0.012 -0.025 0.009
0.005 0.001 0.011
0.000 -0.003 -0.019
-0.036 0.003 0.015
-0.025 0.015 0.017
-0.012 -0.025 -0.005
0.002 0.015 -0.030
-0.036 -0.001 0.050
0.014 -0.016 -0.010
0.046 0.143 -0.041
-0.033 -0.048 -0.049
0.033 -0.008 0.061
0.002 0.060 -0.028
-0.003 -0.089 0.041
-0.007 -0.054 -0.026
-0.013 0.055 -0.048
-0.007 -0.023 -0.043
0.004 -0.034 -0.055
0.045 0.155 0.140
-0.023 -0.028 -0.037
0.027 0.073 0.011
0.006 0.029 -0.015
-0.021 -0.165 0.060
0.008 0.015 -0.001
0.001 0.004 0.002
-0.001 0.016 -0.013
0.007 0.032 0.020
-0.018 -0.024 -0.004
-0.007 -0.016 0.013
-0.002 -0.012 -0.005
0.039 -0.011 0.002
0.014 0.025 -0.015
-0.042 -0.008 -0.011
-0.020 -0.017 0.006
-0.136 0.114 0.045
0.011 -0.016 -0.033
-0.003 -0.040 -0.024
-0.030 0.000 0.023
0.015 0.002 -0.005
-0.003 0.041 0.005
0.010 -0.019 -0.035
0.000 -0.001 0.002
-0.005 -0.011 -0.009
-0.014 0.007 0.003
0.010 -0.006 0.006
0.003 0.001 -0.005
0.002 0.010 -0.007
-0.005 -0.003 -0.009
-0.010 0.008 0.003
0.003 0.002 0.004
0.004 0.022 0.007
0.007 -0.003 -0.008
0.001 0.002 -0.001
0.001 -0.016 -0.007
0.054 0.087 -0.016

For the energy above the lowest of the compared OMol25 structures with the same formula, charge and spin, the calculation gives 0.0 kJ/mol. As for the spin multiplicity: 1. For the HOMO-LUMO gap, the calculation gives 0.1695 Eh. For the molar mass, the calculation gives 605.1 g/mol. For the LUMO energy, the calculation gives 2.996 eV. For the HOMO energy, the calculation gives -1.62 eV. Its total charge is -2.



No. 2
ORCA calculation (ωB97M-V/def2-TZVPD) on 2 unconnected molecules or ions with the total composition C6H16 in a non-equilibrium geometry.

Geometry (Å):
C (3.08838, 0.51062, 1.27728)
C (2.54077, 1.46587, 0.25828)
H (3.88760, 1.02273, 1.74403)
H (2.14422, 0.13951, 1.85461)
H (3.48810, -0.37277, 0.84179)
H (1.94080, 1.08719, -0.49056)
H (1.85817, 2.19036, 0.76650)
H (3.33655, 1.89925, -0.35705)
C (-1.70161, -0.23519, -0.43870)
C (-0.54290, -0.09258, 0.55504)
C (-1.05586, -0.46608, -1.74031)
C (-2.76516, -1.25694, -0.05922)
H (-2.03098, 0.78860, -0.29088)
H (0.00374, -0.98575, 0.73998)
H (-0.11011, 0.04476, -1.63782)
H (-0.64825, -1.54408, -1.87644)
H (-1.49523, -0.18727, -2.68376)
H (-2.84259, -0.90901, 1.08352)
H (-3.71004, -1.19213, -0.48444)
H (-2.40366, -2.28207, -0.09831)
H (-0.83757, -0.00816, 1.66432)
H (0.03754, 0.75462, 0.11028)

Atomic forces in eV per Å
-2.948 -0.915 -0.089
0.472 1.665 0.442
0.399 0.203 1.511
2.180 0.782 -0.084
0.469 -0.780 -0.576
-1.423 -1.594 -1.377
1.031 0.055 -0.459
0.023 0.661 0.572
-0.281 -0.154 0.887
-0.606 0.153 1.822
2.365 -1.803 -1.329
1.953 1.472 4.365
-1.145 0.162 -0.913
1.191 -0.989 -0.963
0.406 0.532 -0.834
-1.099 1.335 0.417
-0.642 0.198 -0.074
-0.634 -1.511 -2.042
-1.572 0.364 -1.064
0.134 -0.010 0.022
-0.175 1.057 -1.591
-0.099 -0.884 1.358

For the energy above the lowest of the compared OMol25 structures with the same formula, charge and spin, the calculation gives 189.2 kJ/mol. As for the spin multiplicity: 1. For the HOMO-LUMO gap, the calculation gives 0.4381 Eh. For the molar mass, the calculation gives 88.2 g/mol. For the LUMO energy, the calculation gives 1.081 eV. For the HOMO energy, the calculation gives -10.84 eV. As for the SMILES: CC(C)C.CC.



No. 3
ORCA calculation (ωB97M-V/def2-TZVPD) on 2 unconnected molecules or ions with the total composition C24H20F3N2O6S3 in a non-equilibrium geometry.

Geometry (Å):
C (3.79248, 0.75602, 0.32835)
C (2.46493, 1.18950, 0.89044)
O (1.64106, 0.02106, 1.25332)
C (0.42584, 0.45694, 1.69437)
C (-0.67752, -0.52480, 1.61535)
C (-2.01365, -0.03720, 1.30734)
C (-2.34297, 1.33803, 1.28362)
C (-3.44803, 1.82738, 0.58937)
C (-4.31274, 0.93926, -0.06313)
C (-4.09036, -0.44376, 0.03461)
C (-2.99833, -0.92497, 0.76098)
C (-0.49082, -1.82720, 1.17706)
N (-0.58125, -2.93738, 0.77246)
O (0.27378, 1.61810, 2.07125)
H (4.32076, 1.64161, -0.08002)
H (4.44662, 0.28951, 1.09089)
H (3.60619, 0.05315, -0.49342)
H (2.59967, 1.83262, 1.77670)
H (1.88588, 1.76256, 0.13663)
H (-1.70624, 2.05855, 1.77534)
H (-3.63686, 2.90591, 0.53783)
H (-5.16344, 1.30306, -0.64672)
H (-4.72938, -1.18686, -0.45206)
H (-2.85813, -2.01439, 0.82936)
F (-0.99132, -2.04088, 5.26176)
C (0.00303, -2.10193, 6.20714)
F (-0.48638, -1.71426, 7.41175)
F (0.42512, -3.39222, 6.30618)
S (1.32887, -0.94713, 5.63994)
N (2.64490, -1.57421, 6.60506)
S (3.03543, -0.79822, 8.19599)
C (2.91867, -2.19505, 9.32524)
C (2.15621, -1.99042, 10.47651)
C (2.14299, -2.96801, 11.47736)
C (2.85331, -4.16629, 11.32057)
C (3.61233, -4.36655, 10.16809)
C (3.65916, -3.37102, 9.19252)
O (4.40960, -0.39528, 8.04917)
O (1.99305, 0.14129, 8.49802)
S (4.04349, -2.09745, 5.72583)
C (3.14494, -3.14061, 4.60868)
C (2.83575, -4.47234, 4.88939)
C (2.01884, -5.16859, 4.01119)
C (1.52813, -4.54050, 2.86238)
C (1.97728, -3.25893, 2.53208)
C (2.70899, -2.53038, 3.44636)
O (4.67869, -1.01071, 5.03230)
O (4.81429, -2.96993, 6.58120)
H (1.59151, -1.06999, 10.59445)
H (1.58545, -2.77301, 12.39361)
H (2.83740, -4.92725, 12.10364)
H (4.19750, -5.28025, 10.02919)
H (4.28280, -3.54068, 8.33689)
H (3.19772, -4.94808, 5.79621)
H (1.73872, -6.19808, 4.24095)
H (0.76378, -5.02062, 2.24583)
H (1.73659, -2.78615, 1.58319)
H (2.92598, -1.48140, 3.25918)

Atomic forces in eV per Å
0.271 -0.245 -0.116
-0.465 0.060 0.342
0.992 0.923 -0.334
-2.019 -0.537 0.509
1.181 1.392 0.212
-1.045 0.144 -0.678
-0.344 0.374 -0.009
-0.380 -0.747 -0.081
-0.224 -0.136 -0.268
0.485 0.238 0.657
0.112 0.176 -0.094
-0.175 -2.930 -1.092
0.573 2.184 0.904
0.502 -0.630 -0.189
-0.282 -0.445 0.225
-0.386 0.140 -0.404
0.295 0.055 0.154
-0.164 -0.301 -0.389
0.358 -0.251 0.452
0.052 -0.218 -0.121
0.113 -0.417 0.098
0.279 -0.023 0.186
0.004 0.439 0.159
0.065 0.688 -0.109
1.124 -0.043 1.448
-0.162 -0.274 -0.703
0.148 -0.626 -0.954
-0.588 1.304 0.109
0.324 -0.342 1.205
-0.168 1.174 1.026
0.180 -0.559 -1.349
-0.068 0.037 0.620
0.019 -0.184 0.088
0.113 -0.114 -0.140
-0.068 0.352 -0.001
-0.214 0.347 0.115
0.019 -0.178 0.041
-0.789 -0.186 0.422
0.495 -0.611 -0.139
-0.321 -1.340 -0.795
0.284 0.150 -0.159
0.311 0.203 0.245
-0.300 0.093 -0.101
0.143 0.030 -0.047
-0.306 -0.067 -0.278
0.427 -0.037 -0.349
-0.549 -0.408 0.509
-0.144 0.816 -0.271
0.094 -0.152 -0.018
0.077 -0.127 -0.268
-0.052 0.266 -0.212
-0.253 0.354 0.045
0.034 0.152 -0.163
0.020 0.144 -0.105
0.015 0.322 -0.041
0.493 0.097 -0.018
-0.263 -0.248 0.347
0.128 -0.274 -0.124

For the energy above the lowest of the compared OMol25 structures with the same formula, charge and spin, the calculation gives 55.6 kJ/mol. As for the spin multiplicity: 1. For the HOMO-LUMO gap, the calculation gives 0.2054 Eh. For the molar mass, the calculation gives 585.6 g/mol. For the LUMO energy, the calculation gives 1.966 eV. For the HOMO energy, the calculation gives -3.62 eV. Its total charge is -1.



No. 4
ORCA calculation (ωB97M-V/def2-TZVPD) on 2 unconnected molecules or ions with the total composition H4NS.

Geometry (Å):
N (-0.83707, -1.12727, -0.00573)
H (-1.50621, -0.61173, -0.56134)
H (0.00760, -0.57255, -0.03082)
H (-1.14967, -1.10286, 0.95746)
S (1.29340, 1.70098, -0.66997)
H (2.19195, 1.71342, 0.31040)

Atomic forces in eV per Å
-0.174 -0.605 0.100
-0.060 0.125 0.072
0.374 0.416 -0.173
-0.147 0.088 -0.029
-0.237 -0.031 -0.235
0.244 0.007 0.265

For the energy above the lowest of the compared OMol25 structures with the same formula, charge and spin, the calculation gives 2.3 kJ/mol. As for the spin multiplicity: 1. For the HOMO-LUMO gap, the calculation gives 0.2716 Eh. For the molar mass, the calculation gives 50.1 g/mol. For the LUMO energy, the calculation gives 4.840 eV. For the HOMO energy, the calculation gives -2.55 eV. Its total charge is -1.



No. 5
ORCA calculation (ωB97M-V/def2-TZVPD) on a molecular structure, C4H9N2OS in a non-equilibrium geometry.

Geometry (Å):
C (0.04788, 1.52297, 0.25795)
C (-0.86424, -0.67139, 0.27420)
C (0.69176, 2.62247, -0.41850)
C (-0.34986, -2.81385, 1.17108)
N (-0.76943, 1.59447, 1.32596)
N (-0.07376, 0.39809, -0.40315)
O (0.02590, -1.55628, 0.73406)
S (-1.77096, 0.25101, 1.59890)
H (-1.74379, -1.03740, -0.76464)
H (-0.15113, 2.95299, -0.99789)
H (1.63041, 2.47269, -1.01884)
H (0.90529, 3.45931, 0.26004)
H (-0.45434, -3.03102, 2.29805)
H (0.45034, -3.45583, 0.93354)
H (-1.10916, -3.13728, 0.44256)
H (-0.76864, 2.26960, 2.11934)
H (0.44089, -0.01093, -1.16144)

Atomic forces in eV per Å
-0.866 -0.705 0.556
-2.376 0.324 -3.124
1.587 2.091 0.541
-0.968 -1.930 0.454
1.165 0.971 0.296
-1.531 -2.135 1.513
1.117 1.270 -0.001
-0.464 -0.815 -0.572
2.550 0.410 3.584
-0.065 0.558 -0.976
-1.252 -0.454 0.532
-0.048 -0.270 -0.040
-0.715 1.153 -1.666
1.320 -0.668 -0.369
-0.591 -0.323 1.094
0.522 -0.345 -1.442
0.617 0.867 -0.380

For the energy above the lowest of the compared OMol25 structures with the same formula, charge and spin, the calculation gives 311.8 kJ/mol. As for the spin multiplicity: 1. For the HOMO-LUMO gap, the calculation gives 0.3581 Eh. For the molar mass, the calculation gives 133.2 g/mol. For the LUMO energy, the calculation gives -3.548 eV. For the HOMO energy, the calculation gives -13.29 eV. Its total charge is +1.



No. 6
ORCA calculation (ωB97M-V/def2-TZVPD) on 2 unconnected molecules or ions with the total composition C22H19BO10 in a non-equilibrium geometry.

Geometry (Å):
C (5.51750, -0.43954, 0.68815)
C (4.46552, -0.04450, -0.47285)
O (3.76955, -0.97039, -0.94205)
O (4.42875, 1.30567, -0.91475)
C (3.04305, 1.77456, -1.01607)
C (2.98606, 3.16621, -0.18858)
C (1.67295, 4.02800, -0.59138)
C (0.44430, 3.69308, 0.38525)
C (0.57748, 3.62629, 1.81037)
C (-0.74136, 3.22493, 2.64718)
O (-1.02964, 3.73456, 3.76387)
C (-1.68111, 2.14838, 1.90518)
C (-2.44284, 1.02831, 2.64262)
C (-3.30582, 0.06892, 1.76774)
C (-3.48018, 0.17285, 0.23837)
C (-4.40408, -0.85532, -0.60845)
B (-5.81288, -0.19189, -1.08759)
O (-6.94401, -1.02860, -1.46176)
O (-5.97659, 1.25815, -1.16651)
C (-2.71696, 1.29752, -0.50046)
C (-1.83070, 2.23654, 0.33906)
C (-0.96184, 3.40338, -0.35124)
O (-1.36265, 4.04804, -1.35694)
H (6.58132, -0.41747, 0.27847)
H (5.46269, 0.29386, 1.57920)
H (5.32680, -1.50166, 1.09045)
H (2.29728, 0.99730, -0.63952)
H (2.84131, 1.95938, -2.13943)
H (3.02244, 2.89250, 0.92267)
H (3.90625, 3.77154, -0.52808)
H (1.37839, 3.64572, -1.64196)
H (1.86964, 5.14672, -0.68132)
H (1.57643, 3.80367, 2.34692)
H (-2.35342, 0.88383, 3.77901)
H (-3.84234, -0.77625, 2.30452)
H (-3.74615, -1.18772, -1.49519)
H (-4.52384, -1.77222, 0.06200)
H (-6.61743, -1.92749, -1.70966)
H (-5.70964, 1.55439, -2.07216)
H (-2.75416, 1.48356, -1.63295)
C (1.55394, -3.39247, -0.49317)
C (0.39969, -3.42141, -1.21986)
C (-0.33452, -4.76490, -1.15232)
O (-1.43221, -4.97789, -1.67775)
C (0.30618, -5.87184, -0.42376)
C (1.46786, -5.84689, 0.29217)
C (2.14723, -4.47263, 0.31287)
O (3.16590, -4.21679, 0.96162)
O (2.01686, -6.79826, 0.91774)
O (-0.10862, -2.49092, -1.91046)
H (2.13703, -2.47859, -0.47238)
H (-0.24943, -6.80221, -0.48680)

Atomic forces in eV per Å
0.021 0.609 0.147
-0.664 -3.780 -0.357
2.315 4.314 1.299
-1.080 -1.888 1.420
-0.393 1.109 -0.647
-0.054 -0.176 -0.965
-0.489 -1.356 0.019
0.447 0.103 1.847
-1.574 -0.444 -2.723
-0.459 0.524 0.965
1.179 -1.966 -3.755
-1.647 -1.953 -1.452
-0.106 0.694 -3.984
1.271 2.008 -1.209
1.791 2.025 1.203
1.546 0.587 1.172
-0.984 0.136 -0.513
2.564 0.862 0.068
0.397 -2.256 -1.037
0.695 0.277 3.860
-0.688 -1.158 1.101
-1.268 0.342 -0.498
1.776 -2.278 3.332
-1.373 0.139 0.433
0.068 -0.996 -1.529
-0.114 1.697 -1.018
1.099 0.989 -0.494
0.162 -0.207 1.816
0.103 0.688 -1.587
-1.278 -1.004 0.829
0.289 0.857 1.611
-0.252 -1.503 0.351
-1.840 -0.141 -0.838
-0.183 0.284 -2.092
0.806 1.204 -0.832
-1.019 0.369 1.187
-0.010 1.076 -1.072
-0.375 0.942 0.630
-0.404 -0.253 1.190
0.019 -0.522 2.010
1.448 -0.312 1.125
-1.159 0.003 -0.710
0.549 -2.003 1.000
-0.329 0.654 -0.399
-1.563 0.472 -1.149
1.349 -0.182 0.883
-0.519 1.954 -1.012
0.260 -0.616 0.385
-0.305 0.198 -0.244
0.107 -0.006 0.190
-0.110 -0.026 -0.025
-0.023 -0.093 0.070

For the energy above the lowest of the compared OMol25 structures with the same formula, charge and spin, the calculation gives 517.4 kJ/mol. As for the spin multiplicity: 1. For the HOMO-LUMO gap, the calculation gives 0.0782 Eh. For the molar mass, the calculation gives 454.2 g/mol. For the LUMO energy, the calculation gives 2.457 eV. For the HOMO energy, the calculation gives 0.33 eV. Its total charge is -2.